(1)
{"formula": "C47H58BF2NO8SeTa", "method": "wB97M-V/def2-TZVPD", "charge": 1, "homo_energy_ha": -0.3990, "molar_mass_g_mol": 1073.7, "e_lumo_ev": -3.8, "fmax_ev_per_a": 0.29, "multiplicity": 1, "de_lowest_ev": 0.3783, "species": ["O", "H", "C", "C", "C", "H", "H", "C", "H", "C", "C", "H", "H", "H", "H", "C", "H", "C", "H", "C", "C", "Ta", "H", "C", "H", "C", "C", "H", "C", "H", "F", "C", "O", "C", "H", "H", "C", "H", "C", "O", "H", "H", "H", "H", "H", "C", "H", "H", "H", "H", "Se", "C", "C", "C", "H", "C", "H", "H", "H", "H", "H", "H", "C", "C", "H", "B", "C", "C", "C", "H", "H", "C", "H", "O", "C", "H", "H", "H", "O", "H", "O", "H", "H", "C", "C", "H", "H", "H", "H", "H", "H", "H", "C", "C", "C", "C", "C", "F", "C", "C", "O", "C", "N", "C", "C", "H", "H", "C", "C", "H", "C", "C", "H", "H", "O", "H", "H", "C", "H"], "coordinates": [[-0.685, 3.508, 3.297], [1.978, -4.106, 3.337], [3.661, -3.562, 0.368], [-3.908, -3.605, 4.507], [-5.881, -2.256, 3.826], [3.474, -3.069, -0.588], [-0.148, -1.806, -4.335], [2.226, -1.921, 1.661], [3.809, -4.624, 0.170], [-2.051, 0.483, 2.065], [4.609, 0.902, -4.162], [5.688, -0.904, -4.678], [4.952, 0.934, -1.467], [3.795, 2.071, -5.816], [-0.286, 1.057, 4.093], [1.621, 0.723, 2.230], [-3.507, 4.067, -0.558], [1.445, 2.218, -2.417], [5.637, 2.821, -4.216], [2.967, -0.883, 1.110], [-2.876, -0.210, -1.652], [-0.262, 3.008, 1.188], [3.149, 0.421, -5.712], [-3.633, -1.639, 2.929], [-2.049, 5.096, -0.611], [-4.524, -2.801, 3.361], [1.974, 2.627, 3.650], [0.595, -2.369, 2.987], [-2.163, -1.780, -3.495], [-3.698, 2.179, 0.625], [-3.021, 3.861, 4.142], [3.611, 1.347, -3.097], [-1.683, 3.066, -0.499], [4.975, -0.570, -3.923], [-0.003, 2.902, -3.818], [3.307, 2.504, 1.215], [0.061, 2.714, -2.745], [5.432, -0.719, -2.944], [3.474, 1.548, 0.717], [-0.249, 4.925, 0.633], [4.088, -1.205, -3.985], [-0.179, -0.595, 4.669], [-3.835, -1.124, -4.725], [-0.452, 0.376, -3.923], [1.399, -5.024, 0.423], [-3.591, -1.935, -4.036], [-3.684, -2.879, -4.574], [1.476, 2.276, 4.550], [-4.574, -4.428, 4.769], [-3.776, -4.144, 1.818], [1.202, 6.248, 2.534], [-4.040, -0.808, 1.883], [-1.117, 0.521, -3.082], [3.098, 1.660, -0.736], [0.368, -3.930, 1.348], [-1.617, -0.297, 3.124], [2.989, -5.204, 2.400], [-5.366, -4.582, 2.458], [4.538, 1.325, 0.795], [1.928, 3.710, 3.596], [-4.719, 0.890, 0.012], [-6.522, -3.077, 4.150], [-2.792, 0.951, -0.901], [4.041, 1.035, -5.575], [-2.945, -4.038, 4.225], [-2.079, 4.096, 3.239], [-1.854, -2.926, -2.520], [2.681, 0.450, 1.386], [-0.290, 0.014, 3.772], [-1.366, -1.080, -5.403], [-5.756, -1.568, 4.664], [2.804, -4.153, 2.627], [3.009, 2.293, 3.630], [0.927, 2.461, -0.122], [-1.187, -1.867, -4.669], [-1.316, -2.825, -5.174], [-3.614, -0.948, -1.359], [-0.114, 3.665, -2.240], [0.963, 4.803, 1.418], [-4.330, -1.934, -3.235], [-0.978, 4.974, 3.457], [4.591, -3.173, 0.788], [-2.521, 4.148, -2.047], [-3.697, 1.140, 0.296], [1.833, 2.110, -1.092], [-4.993, -0.985, 1.397], [-1.918, -3.884, -3.040], [-5.213, -3.237, 1.330], [2.028, 1.913, -4.436], [-2.559, -2.949, -1.687], [-6.399, -1.724, 3.027], [-2.069, -1.954, 4.371], [3.965, 1.283, -1.748], [0.868, -0.272, 2.840], [-0.992, 1.701, -2.356], [-2.502, 4.175, -0.960], [-2.416, -1.354, 3.541], [-2.491, 3.956, 1.898], [1.190, -1.586, 2.533], [2.704, 6.776, 1.600], [1.309, 2.088, 2.479], [2.489, -3.388, 1.334], [3.656, 7.106, 1.044], [2.341, 1.825, -3.404], [-2.043, -0.457, -2.743], [-0.848, -2.825, -2.109], [3.693, -3.746, 3.112], [1.230, -3.977, 0.680], [-3.271, 0.255, 1.441], [0.979, -3.435, -0.234], [-1.825, 1.877, -1.266], [5.874, 1.767, -4.064], [6.592, 1.464, -4.827], [4.787, 0.697, -6.296], [-1.243, 1.493, 1.627], [-3.770, -2.995, 5.401], [6.359, 1.666, -3.092], [-4.731, -3.744, 2.166], [3.782, -1.093, 0.431]], "forces_ev_per_a": [[0.1, 0.1, -0.1], [0.0, 0.0, 0.0], [0.0, 0.0, 0.0], [0.0, 0.0, 0.0], [0.0, 0.0, 0.0], [0.0, 0.0, 0.0], [0.0, 0.0, 0.0], [0.0, 0.0, 0.0], [0.0, 0.0, 0.0], [-0.1, -0.2, 0.1], [0.0, 0.0, 0.0], [0.0, 0.0, 0.0], [0.0, 0.0, 0.0], [0.0, 0.0, 0.0], [0.0, 0.0, 0.0], [0.1, 0.0, 0.1], [0.0, 0.0, 0.0], [-0.1, 0.0, 0.1], [0.0, 0.0, 0.0], [0.0, 0.0, 0.0], [0.0, 0.0, 0.0], [0.2, -0.1, -0.1], [0.0, 0.0, 0.0], [0.0, 0.1, 0.0], [0.0, 0.0, 0.0], [0.0, 0.0, 0.0], [0.1, 0.0, 0.0], [0.0, 0.0, 0.0], [0.0, 0.0, 0.0], [0.0, 0.0, 0.0], [0.0, 0.0, 0.0], [0.0, 0.0, 0.0], [0.0, 0.0, 0.1], [0.0, 0.0, 0.0], [0.0, 0.0, 0.0], [0.0, 0.0, 0.0], [0.0, 0.0, -0.1], [0.0, 0.0, 0.0], [0.0, 0.0, 0.0], [0.0, 0.0, 0.0], [0.0, 0.0, 0.0], [0.0, 0.0, 0.0], [0.0, 0.0, 0.0], [0.0, 0.0, 0.0], [0.0, 0.0, 0.0], [0.0, 0.0, 0.0], [0.0, 0.0, 0.0], [0.0, 0.0, 0.0], [0.0, 0.0, 0.0], [0.0, 0.0, 0.0], [0.0, 0.0, 0.1], [0.0, 0.0, 0.1], [0.0, 0.0, 0.0], [0.0, 0.0, 0.1], [0.0, 0.0, 0.0], [0.1, 0.0, 0.0], [0.0, 0.0, 0.0], [0.0, 0.0, 0.0], [0.0, 0.0, 0.0], [0.0, 0.0, 0.0], [0.0, 0.0, 0.0], [0.0, 0.0, 0.0], [0.0, 0.0, 0.1], [0.0, 0.0, 0.0], [0.0, 0.0, 0.0], [-0.2, 0.0, -0.1], [0.0, 0.0, 0.0], [0.0, 0.0, 0.0], [0.0, 0.0, 0.0], [0.0, 0.0, 0.0], [0.0, 0.0, 0.0], [0.0, 0.0, 0.0], [0.0, 0.0, 0.0], [-0.1, 0.0, 0.3], [0.0, 0.0, 0.0], [0.0, 0.0, 0.0], [0.0, 0.0, 0.0], [0.0, 0.0, 0.0], [0.1, 0.0, 0.0], [0.0, 0.0, 0.0], [0.1, 0.0, 0.0], [0.0, 0.0, 0.0], [0.0, 0.0, 0.0], [0.0, 0.0, 0.0], [0.0, 0.0, -0.2], [0.0, 0.0, 0.0], [0.0, 0.0, 0.0], [0.0, 0.0, 0.0], [0.0, 0.0, 0.0], [0.0, 0.0, 0.0], [0.0, 0.0, 0.0], [0.0, 0.0, 0.0], [0.0, 0.0, -0.1], [0.0, 0.0, 0.0], [0.0, 0.0, 0.0], [0.0, 0.0, 0.0], [-0.1, 0.0, 0.0], [0.0, 0.0, 0.0], [0.0, 0.0, 0.0], [0.0, 0.0, -0.1], [-0.1, 0.1, 0.0], [0.0, 0.0, 0.0], [0.0, 0.0, 0.0], [0.1, 0.0, 0.0], [0.0, 0.0, 0.0], [0.0, 0.0, 0.0], [0.0, 0.0, 0.0], [0.0, 0.0, 0.0], [0.0, 0.1, -0.1], [0.0, 0.0, 0.0], [-0.1, 0.0, -0.1], [0.0, 0.0, 0.0], [0.0, 0.0, 0.0], [0.0, 0.0, 0.0], [0.1, 0.0, -0.1], [0.0, 0.0, 0.0], [0.0, 0.0, 0.0], [0.0, 0.0, 0.0], [0.0, 0.0, 0.0]], "mulliken_charge": [-0.449, 0.304, -2.235, -2.068, -1.714, 0.438, 0.409, -0.258, 0.448, 0.251, 2.023, 0.465, 0.535, 0.402, -0.021, 0.307, 0.262, -0.984, 0.384, -0.274, -0.457, 3.592, 0.385, -0.105, 0.156, 2.102, -0.868, 0.718, 2.206, 0.018, -0.219, -0.199, 0.013, -1.561, 0.732, 0.115, -1.092, 0.332, -1.158, -0.780, 0.312, 0.801, 0.384, 0.782, 0.484, -1.772, 0.476, 0.191, 0.436, 0.316, 0.444, -0.672, -0.254, -0.854, 0.367, -0.502, 0.471, 0.469, 0.718, 0.020, 0.794, 0.477, -0.121, -2.102, 0.391, 0.043, -1.692, 0.152, -1.070, 0.423, 0.358, -1.755, 0.438, -0.140, -2.188, 0.434, 0.732, 0.168, -0.254, 0.324, -0.522, 0.414, 0.433, -1.053, 1.202, 0.572, 0.478, 0.324, 0.614, 0.346, 0.321, 0.582, -0.485, -0.126, 0.056, -1.172, -0.298, -0.092, -0.567, 0.149, -0.513, 2.241, -0.416, 0.014, -0.245, 0.349, 0.397, -1.767, -0.511, 0.375, 0.145, -1.700, 0.465, 0.429, 0.464, 0.410, 0.316, -1.597, 0.783]}

(2)
{"formula": "C47H58BrClNO3P3S2Ti", "method": "wB97M-V/def2-TZVPD", "charge": -1, "homo_energy_ha": [-0.1748, -0.1775], "molar_mass_g_mol": 1005.3, "e_lumo_ev": [2.3, 2.3], "fmax_ev_per_a": 2.10, "multiplicity": 2, "de_lowest_ev": 0.6196, "species": ["H", "H", "H", "C", "H", "C", "H", "H", "C", "H", "C", "C", "H", "H", "C", "C", "C", "H", "C", "S", "N", "H", "C", "P", "H", "H", "C", "H", "C", "C", "C", "H", "H", "C", "C", "C", "Br", "C", "C", "C", "C", "O", "H", "H", "H", "P", "H", "H", "H", "C", "H", "C", "C", "H", "H", "H", "C", "H", "H", "C", "C", "O", "C", "H", "H", "H", "H", "C", "O", "H", "H", "H", "H", "S", "H", "C", "H", "H", "C", "H", "C", "H", "H", "H", "C", "H", "H", "Ti", "C", "H", "H", "H", "C", "P", "C", "H", "H", "H", "C", "H", "C", "H", "C", "H", "C", "C", "C", "H", "C", "Cl", "C", "C", "H", "H", "C", "C", "H"], "coordinates": [[-4.803, 0.137, -6.032], [2.783, -1.107, -2.250], [-1.558, 3.896, -4.021], [-3.033, 1.267, -5.591], [3.016, 1.740, 1.275], [-0.107, -2.539, 2.712], [-2.625, -4.533, -1.860], [-1.840, 3.117, -2.283], [-0.389, 0.732, 5.280], [1.534, 5.037, 2.329], [-2.792, -3.662, -2.499], [-0.245, -3.908, 2.774], [-1.604, 3.850, 0.233], [-0.634, 0.339, 6.265], [4.183, -2.333, -1.182], [-1.065, -4.602, 1.890], [0.127, 1.717, 2.743], [-5.355, -1.075, 1.303], [-1.769, 2.634, -7.131], [2.804, -4.151, 0.913], [-0.732, -0.350, 1.716], [0.331, -4.459, 3.511], [6.080, -3.126, -2.450], [0.133, 2.494, 1.090], [-2.871, 0.888, -7.694], [-2.106, 3.351, 3.190], [1.720, 3.419, 0.822], [-0.054, 3.692, 6.477], [4.845, -2.235, 2.725], [2.261, 4.335, 1.924], [2.820, 2.421, 0.445], [6.030, -2.156, 4.517], [-3.731, -1.479, 1.890], [-3.186, 2.182, -0.919], [-2.579, 1.541, -6.877], [-0.821, 5.175, 1.694], [0.389, 0.873, -2.250], [-2.867, 2.756, -2.295], [-0.369, -3.007, -2.143], [6.360, -0.440, 3.272], [-3.948, 0.091, -5.355], [-2.274, 1.427, -0.334], [6.148, -2.532, -4.518], [-0.054, -3.291, -3.153], [-2.270, -4.378, 0.148], [3.252, -2.304, 0.403], [0.466, 2.221, 7.308], [4.028, -1.248, -4.396], [0.586, -2.052, 3.382], [0.423, 2.458, 3.892], [4.378, -3.187, 2.958], [0.213, 1.980, 5.176], [-4.284, -1.004, 1.080], [-0.062, 5.621, 1.046], [-3.557, 3.575, -2.477], [4.830, 0.118, 0.289], [4.410, -1.759, -3.517], [-0.272, -6.602, 2.049], [7.077, 0.014, 3.949], [-1.827, -2.528, -2.160], [-0.797, -1.768, 1.769], [-4.220, 2.502, -0.380], [-4.859, -1.036, -1.366], [1.489, 4.013, -0.066], [-1.213, -0.965, 4.297], [3.747, 2.963, 0.220], [0.309, -2.232, -1.793], [-1.668, -3.862, 0.891], [-3.058, 1.773, -3.296], [-4.313, 0.090, -4.335], [3.086, 4.916, 1.505], [-0.782, 4.349, -6.300], [-4.019, 0.054, 1.053], [1.860, -0.884, 0.221], [-3.841, -3.367, -2.410], [-0.705, -0.021, 4.164], [-2.623, -3.980, -3.533], [2.553, 1.818, -0.418], [5.597, -2.476, -3.584], [-1.903, -1.763, -2.935], [-2.639, 2.108, -4.548], [-0.241, -3.866, -1.481], [-4.205, -2.733, -0.207], [1.615, 3.147, 6.335], [-1.223, 3.772, 1.252], [-2.603, 2.211, 1.941], [5.733, -3.577, -0.374], [-0.721, 0.428, -0.094], [0.579, 2.804, 6.391], [6.483, 1.152, 1.828], [-1.787, -6.493, 1.140], [-4.614, -1.420, -2.358], [5.104, -0.377, 1.217], [-2.179, -1.540, -0.633], [-1.415, 3.490, -6.107], [-1.710, 5.814, 1.658], [-5.916, -1.251, -1.174], [0.812, 3.465, 3.774], [5.771, -1.655, 3.591], [-1.802, -6.363, 2.902], [3.703, -1.684, -2.315], [-3.272, 3.833, 1.937], [-1.522, -2.474, 0.792], [-0.457, 5.179, 2.725], [-2.367, 3.253, 2.134], [-3.992, -1.666, -0.277], [6.027, 0.200, 2.080], [-3.428, -0.854, -5.541], [5.373, -3.059, -1.257], [-1.207, 2.939, -8.759], [-1.242, -6.098, 2.000], [-0.416, 0.411, 2.856], [2.665, 3.737, 2.743], [7.006, -3.687, -2.501], [4.507, -1.600, 1.539], [-1.860, 3.228, -4.817], [-4.740, 0.050, -1.377]], "forces_ev_per_a": [[0.0, 0.0, 0.0], [0.1, -0.1, 0.0], [0.0, -0.1, -0.2], [-0.1, -0.2, -0.2], [0.0, 0.0, 0.0], [0.1, 0.2, 0.1], [0.0, 0.1, -0.1], [0.2, -0.1, 0.0], [0.0, -0.1, 0.0], [0.2, -0.1, 0.0], [-0.1, -0.1, 0.0], [0.1, 0.0, 0.1], [0.0, 0.0, -0.1], [0.0, 0.0, -0.1], [0.0, 0.0, -0.1], [-0.1, -0.2, 0.0], [0.1, 0.2, 0.1], [0.1, 0.0, 0.0], [0.0, 0.0, 0.1], [0.0, -0.1, 0.0], [-0.1, -0.2, 0.9], [0.0, 0.0, 0.0], [-0.1, 0.0, 0.1], [0.3, 0.1, 0.9], [0.0, 0.1, 0.1], [0.0, 0.0, 0.0], [0.1, -0.2, 0.1], [0.0, 0.0, 0.0], [0.1, 0.0, 0.1], [0.0, 0.0, 0.0], [0.0, 0.1, 0.0], [0.0, 0.0, 0.0], [0.0, 0.0, 0.0], [0.6, -0.4, 0.5], [-0.1, -0.1, 0.0], [-0.1, 0.1, 0.0], [0.1, 0.4, -1.0], [0.2, -0.2, 0.1], [-0.1, -0.1, -0.1], [0.0, 0.0, 0.0], [0.2, 0.0, -0.1], [-1.4, 1.1, -1.1], [0.0, 0.0, 0.1], [-0.1, 0.0, 0.1], [0.1, 0.0, 0.1], [-0.1, 0.0, -0.2], [0.0, 0.0, 0.0], [0.0, -0.1, 0.1], [0.0, 0.0, 0.0], [0.0, 0.0, -0.1], [0.0, 0.1, 0.0], [0.0, 0.1, 0.1], [-0.1, -0.1, -0.1], [-0.1, 0.0, 0.1], [-0.1, 0.2, 0.0], [0.0, 0.0, 0.1], [-0.1, 0.0, 0.1], [-0.1, 0.1, 0.0], [0.0, 0.0, 0.0], [0.1, -0.1, 0.1], [-0.1, 0.2, 0.1], [-0.4, -0.1, 0.2], [0.0, 0.0, 0.0], [-0.1, 0.1, -0.1], [0.0, 0.0, 0.0], [-0.1, 0.0, 0.0], [0.1, 0.1, 0.0], [0.0, 0.1, -0.1], [0.1, -0.1, 0.0], [-0.1, -0.1, 0.1], [0.0, 0.0, 0.0], [-0.1, -0.1, 0.0], [0.0, 0.0, 0.0], [0.2, 0.0, 0.2], [0.1, -0.1, 0.0], [-0.1, 0.0, -0.1], [0.0, 0.0, 0.1], [0.0, 0.0, 0.0], [0.0, 0.0, 0.0], [-0.1, 0.1, -0.1], [0.0, 0.1, 0.0], [0.0, 0.0, 0.0], [0.0, -0.2, 0.0], [0.0, 0.0, 0.0], [-0.1, -0.1, 0.0], [0.0, -0.1, 0.0], [0.0, 0.0, -0.1], [0.4, -0.1, -0.5], [0.0, -0.1, -0.2], [0.0, -0.1, 0.0], [0.0, 0.0, 0.0], [0.0, 0.1, 0.0], [0.0, -0.1, 0.1], [0.0, -1.1, 0.5], [0.0, 0.0, 0.0], [0.1, 0.0, 0.0], [0.1, 0.0, 0.0], [0.0, -0.1, 0.0], [-0.1, 0.0, -0.1], [0.0, 0.0, 0.0], [0.1, 0.0, -0.1], [0.1, 0.0, 0.0], [0.0, -0.1, -0.1], [-0.1, 0.0, -0.1], [0.1, 0.1, 0.0], [0.0, 0.6, 0.0], [-0.1, -0.1, -0.1], [0.0, 0.1, 0.1], [0.0, 0.0, -0.1], [0.0, 0.0, 0.1], [0.1, 0.1, 0.0], [0.0, -0.2, 0.0], [0.0, 0.0, -0.1], [0.0, 0.0, 0.0], [0.1, 0.2, 0.0], [0.2, 0.1, 0.0], [0.0, -0.1, 0.0]], "lowdin_spin": [0.000, 0.000, 0.000, 0.000, 0.000, -0.001, 0.000, 0.000, 0.000, 0.000, 0.001, 0.000, 0.000, 0.000, 0.000, -0.001, 0.001, 0.000, 0.000, 0.001, -0.004, 0.000, 0.000, 0.014, 0.000, 0.000, 0.005, 0.000, 0.000, 0.001, 0.000, 0.000, 0.000, 0.003, 0.000, -0.001, 0.049, 0.000, 0.001, 0.000, 0.000, 0.000, 0.000, 0.000, 0.000, 0.001, 0.000, 0.000, 0.000, 0.000, 0.000, 0.001, 0.000, 0.000, 0.000, 0.000, 0.000, 0.000, 0.000, 0.006, 0.002, 0.006, 0.000, 0.000, 0.000, 0.000, 0.001, 0.000, 0.000, 0.000, 0.000, 0.000, 0.000, 0.005, 0.000, 0.000, 0.000, 0.000, 0.000, 0.000, 0.000, 0.000, 0.000, 0.000, -0.001, 0.000, 0.000, 0.896, 0.000, 0.000, 0.000, 0.000, 0.000, 0.013, 0.000, 0.000, 0.000, 0.000, 0.000, 0.000, 0.000, 0.000, 0.000, 0.000, 0.000, -0.002, 0.000, 0.000, 0.000, 0.000, 0.000, 0.002, 0.000, 0.000, 0.000, 0.000, 0.000]}

Q: Which of these has the lowest multiplicity?
A: C47H58BF2NO8SeTa

Q: Among the records above, which one has the lowest charge?
A: C47H58BrClNO3P3S2Ti

Q: Look up the charge of the first one.
A: +1